C8H7BrNO4S | ωB97M-V/def2-TZVPD

Structure (ORCA input):
```
! RIJCOSX wB97M-V def2-TZVPD def2/J DEFGRID3
* xyz -1 1
C 1.76 -0.58 -0.78
C 1.21 0.69 -0.61
C -0.49 2.06 0.70
C 1.80 1.91 -1.37
C -1.12 1.20 1.78
C 1.23 -1.66 -0.11
C -0.11 0.17 1.44
C -2.40 -1.90 -1.72
N 0.36 1.00 0.34
O 1.28 2.29 -2.38
O -0.68 3.15 0.24
O 2.91 2.18 -0.87
O -0.16 -2.48 1.79
S -0.44 -1.56 0.70
Br -3.23 -1.16 -0.16
H 2.66 -0.72 -1.36
H -1.17 1.60 2.84
H -2.09 0.71 1.49
H 1.49 -2.79 -0.42
H 0.76 -0.02 2.17
H -1.73 -1.29 -2.33
H -1.82 -2.81 -1.37
*
```

Frontier orbital gap (spin up / spin down) ... 4.752 / 7.509 eV

C29H64N6O5P2 | ωB97M-V/def2-TZVPD

Structure (ORCA input):
```
! RIJCOSX wB97M-V def2-TZVPD def2/J DEFGRID3
* xyz 0 1
C 1.33 -2.98 0.97
C 1.59 -2.93 -0.21
C 2.09 -2.66 -1.65
C 1.03 -1.99 -2.63
C -0.09 -1.12 -1.92
C 0.40 0.37 -1.54
C 1.84 0.50 -0.86
O 2.90 0.83 -1.32
O 1.56 0.13 0.49
C 0.13 0.19 0.80
C -0.40 1.10 -0.35
C -1.95 1.09 -0.72
C -2.90 1.50 0.52
C -3.68 0.24 1.10
C -0.03 2.65 -0.43
C 0.73 3.27 0.82
C 2.20 3.82 0.47
C 3.35 3.05 1.23
O 3.25 3.14 2.66
C 3.95 2.08 3.32
H 1.28 -3.24 2.06
H 3.02 -2.01 -1.60
H 2.35 -3.67 -2.10
H 0.54 -2.76 -3.29
H 1.58 -1.30 -3.35
H -0.61 -1.63 -1.06
H -0.90 -0.95 -2.71
H 0.21 0.96 -2.48
H 0.13 0.59 1.87
H -0.41 -0.80 0.89
H -2.19 1.80 -1.58
H -2.33 0.08 -1.06
H -3.70 2.19 0.06
H -2.36 2.12 1.30
H -3.66 -0.66 0.41
H -3.19 -0.09 2.06
H -4.78 0.46 1.27
H -0.97 3.25 -0.59
H 0.60 2.85 -1.36
H 0.78 2.63 1.74
H 0.15 4.20 1.12
H 2.41 3.82 -0.64
H 2.28 4.91 0.80
H 3.31 1.97 0.91
H 4.38 3.43 0.92
H 3.25 1.60 4.08
H 4.30 1.26 2.64
H 4.85 2.45 3.90
O 3.35 -5.70 1.89
P 4.62 -6.40 2.39
N 5.57 -5.84 1.07
C 6.35 -6.61 0.13
C 5.80 -4.41 0.97
N 4.02 -7.98 2.05
C 4.66 -8.98 1.21
C 2.57 -8.17 1.99
N 6.04 -7.17 3.10
C 5.70 -7.87 4.37
C 7.16 -6.27 3.43
H 7.04 -7.31 0.62
H 6.98 -5.98 -0.51
H 5.70 -7.17 -0.56
H 6.62 -4.09 1.62
H 4.91 -3.84 1.27
H 6.03 -4.09 -0.05
H 4.43 -8.81 0.15
H 4.31 -9.98 1.47
H 5.74 -9.01 1.33
H 2.17 -7.83 1.03
H 2.08 -7.61 2.79
H 2.30 -9.22 2.13
H 5.34 -7.16 5.12
H 6.58 -8.38 4.77
H 4.94 -8.63 4.23
H 6.82 -5.41 4.03
H 7.66 -5.89 2.54
H 7.93 -6.79 4.00
O -5.33 4.07 -0.86
P -5.52 5.31 -1.74
N -6.83 5.90 -0.81
C -8.16 6.25 -1.25
C -6.56 6.30 0.57
N -6.11 4.42 -3.09
C -7.38 4.64 -3.76
C -5.76 3.01 -3.18
N -5.58 6.75 -2.76
C -4.54 6.70 -3.82
C -5.36 8.04 -2.06
H -8.16 6.95 -2.09
H -8.74 6.75 -0.47
H -8.74 5.37 -1.52
H -6.14 7.31 0.62
H -5.83 5.63 1.04
H -7.45 6.27 1.20
H -8.20 4.13 -3.25
H -7.34 4.24 -4.78
H -7.62 5.69 -3.88
H -6.39 2.40 -2.53
H -4.71 2.85 -2.91
H -5.87 2.64 -4.21
H -3.54 6.68 -3.39
H -4.62 7.57 -4.48
H -4.65 5.83 -4.46
H -4.45 8.01 -1.45
H -6.20 8.31 -1.43
H -5.26 8.86 -2.78
*
```

Frontier orbital gap ... 7.124 eV
SMILES ... C#CCCC[C@@H]1C(=O)OC[C@@]1(CCC)CCCCOC.CN(C)P(=O)(N(C)C)N(C)C.CN(C)P(=O)(N(C)C)N(C)C

Going through the records in order, we get maximum force values of 4.13 8.51 eV/A.
Going through the records in order, we get energy relative to the best compared isomer or geometry (same formula, charge and spin) values of 47.5 129.9 kcal/mol.